i | Density functional theory data (ωB97M-V/def2-TZVPD) for the ion C6H15N2 with charge +1.

Each line ends with the Mulliken charge.
Geometry (Å):
C1 0.246 2.661 0.749  -1.22
C2 -0.655 1.553 1.234  -0.24
C3 -1.478 0.946 0.097  -0.84
C4 -1.716 -0.588 0.199  -0.82
C5 -0.488 -1.379 -0.408  -0.57
N1 0.684 -0.769 0.106  0.11
C6 1.833 -1.608 -0.303  -0.42
N2 1.792 -2.112 -1.623  -0.46
H1 -0.316 3.535 0.375  0.33
H2 0.791 2.271 -0.134  0.28
H3 0.935 2.982 1.539  0.34
H4 -1.316 1.947 1.999  0.42
H5 -0.021 0.768 1.646  0.25
H6 -2.409 1.504 0.076  0.48
H7 -0.982 1.030 -0.868  0.36
H8 -2.573 -0.868 -0.386  0.37
H9 -1.869 -0.931 1.218  0.42
H10 -0.507 -2.447 -0.071  0.46
H11 -0.678 -1.417 -1.510  0.43
H12 1.943 -2.323 0.527  0.40
H13 2.788 -1.014 -0.203  0.40
H14 2.670 -2.323 -2.072  0.30
H15 1.327 -1.418 -2.187  0.24

Output
LUMO = -8.54 eV
Multiplicity = 1
Charge = +1
Kohn-Sham gap = 6.02 eV

***

ii | Density functional theory data (ωB97M-V/def2-TZVPD) for the ion C6H15N2 with charge +1.

Each line ends with the Mulliken charge.
Geometry (Å):
C1 2.088 -1.847 0.306  -0.93
N1 1.956 -0.450 0.687  -0.37
C2 1.512 0.455 -0.373  -0.71
C3 0.066 0.939 -0.010  -0.09
C4 -0.884 1.178 -1.149  -0.82
C5 -2.278 0.798 -0.631  -0.42
C6 -2.053 0.033 0.662  -0.67
N2 -0.570 -0.253 0.734  -0.12
H1 1.091 -2.260 0.112  0.26
H2 2.710 -2.098 -0.555  0.36
H3 2.386 -2.444 1.162  0.37
H4 2.821 -0.125 1.068  0.29
H5 1.439 -0.061 -1.326  0.36
H6 2.076 1.382 -0.309  0.40
H7 0.107 1.726 0.736  0.43
H8 -0.606 0.613 -2.026  0.32
H9 -0.794 2.218 -1.466  0.40
H10 -2.947 1.630 -0.427  0.30
H11 -2.761 0.245 -1.435  0.28
H12 -2.601 -0.886 0.845  0.43
H13 -2.256 0.653 1.536  0.32
H14 -0.047 -0.280 1.566  0.38
H15 -0.454 -1.164 0.294  0.23

Output
SMILES = CNC[C@H]1CCC[NH2+]1
LUMO = -2.84 eV
Multiplicity = 1
Charge = +1
Kohn-Sham gap = 10.57 eV

***

Top of the stability list: ii, leading by 4.766 eV.

***

i | Density functional theory data (ωB97M-V/def2-TZVPD) for a cluster of 2 separate species, C6H15N2 in total.

Each line ends with the Mulliken charge.
Geometry (Å):
C1 0.750 -3.022 -0.342  -1.30
C2 0.410 -1.847 0.566  -0.40
C3 -0.621 -0.790 -0.011  -0.55
C4 -0.367 0.502 0.754  0.64
C5 -0.826 0.526 2.070  -0.45
C6 0.650 2.598 0.880  -0.94
N1 0.022 1.558 0.057  -0.14
N2 -0.238 0.578 -3.147  -0.61
H1 1.252 -3.825 0.210  0.39
H2 -0.150 -3.530 -0.676  0.35
H3 1.451 -2.690 -1.093  0.34
H4 1.276 -1.235 0.840  0.37
H5 -1.588 -1.139 0.319  0.34
H6 -0.027 -2.128 1.532  0.34
H7 -1.211 -0.294 2.664  0.29
H8 -1.012 1.465 2.589  0.25
H9 -0.072 3.197 1.493  0.36
H10 1.088 3.335 0.214  0.35
H11 1.344 2.160 1.597  0.42
H12 0.654 0.405 -3.586  0.22
H13 -0.526 -0.654 -1.085  0.32
H14 -0.846 1.055 -3.788  0.22
H15 -0.104 1.049 -2.267  0.20

Output
LUMO = -8.28 eV
Multiplicity = 1
Charge = +1
Kohn-Sham gap = 4.46 eV

***

ii | Density functional theory data (ωB97M-V/def2-TZVPD) for the ion C6H15N2 with charge +1.

Each line ends with the Mulliken charge.
Geometry (Å):
C1 2.171 0.461 -0.231  -0.90
N1 0.831 -0.054 -0.852  0.01
C2 0.061 -0.744 0.249  0.08
C3 0.786 -2.016 0.664  -1.23
C4 -0.726 0.309 1.015  0.24
C5 -0.981 1.725 0.680  -1.83
N2 -1.368 -0.723 0.181  -0.26
C6 -2.325 -0.523 -0.852  -0.70
H1 2.849 -0.365 -0.054  0.33
H2 2.650 1.155 -0.767  0.42
H3 1.911 0.799 0.748  0.40
H4 1.022 -0.765 -1.574  0.39
H5 0.261 0.724 -1.242  0.45
H6 0.178 -2.464 1.502  0.37
H7 1.851 -1.734 1.135  0.32
H8 0.639 -2.751 -0.138  0.33
H9 -0.784 -0.018 2.099  0.39
H10 -0.918 2.111 -0.369  0.41
H11 -0.503 2.386 1.280  0.44
H12 -2.023 1.851 0.726  0.52
H13 -2.711 0.451 -0.609  0.25
H14 -1.901 -0.572 -1.837  0.30
H15 -3.146 -1.217 -0.824  0.29

Output
SMILES = C[NH2+][C@@]1(C)[C@@H](C)N1C
LUMO = -3.07 eV
Multiplicity = 1
Charge = +1
Kohn-Sham gap = 9.90 eV

***

Top of the stability list: ii, leading by 1.740 eV.